Entry from the OMol25 dataset: C6H9N3O2 in the gas phase in a non-equilibrium geometry (wB97M-V/def2-TZVPD).

**HOMO energy**: -8.72 eV
**Energy above the lowest of the compared OMol25 structures with the same formula, charge and spin**: 23.25 kcal/mol
**Energy**: -14933.1819 eV
**SMILES**: N[C@@H](Cc1c[nH]cn1)C(=O)O

The geometry in ORCA input format:
```
! wB97M-V def2-TZVPD RIJCOSX def2/J DEFGRID3
* xyz 0 1
C -1.49658 -0.70025 0.28036
C -1.28325 0.02080 1.69927
C -0.20548 -1.41076 -0.17954
C 0.86718 -0.40137 -0.57156
C 1.84029 -0.02475 0.37231
C 2.03593 1.03676 -1.55323
H -1.31637 0.80364 -1.13629
H -2.52229 -0.22766 -1.46762
H -2.32191 -1.36475 0.53333
H 0.14522 -1.94993 0.77620
H -0.29130 -2.30090 -0.94227
H 2.08594 -0.36861 1.43498
H 2.49178 1.81292 -2.17128
H 3.27672 1.44221 0.21310
H -2.20289 1.37488 0.92781
N -2.11295 0.26097 -0.64755
N 0.94309 0.34287 -1.71919
N 2.59141 0.88811 -0.26207
O -0.56859 -0.36969 2.58260
O -1.95595 1.13552 1.83064
*
```